<A>
DFT (wB97M-V/def2-TZVPD) results for a cluster of 2 separate species, CH2FNO in total.

Summary:
structure (SMILES) = [O-][N+]#CF.[H][H]
HOMO = -10.2 eV
HOMO-LUMO gap = 9.697 eV
LUMO = -0.498 eV
net charge = 0

Cartesian coordinates (Å):
C 0.68527 -0.70736 -0.23496
N -0.45206 -0.73896 -0.59941
O -1.53523 -0.25547 -0.72026
F 1.77877 -1.38134 -0.04077
H -0.19466 1.23022 0.59687
H -0.28210 1.85292 0.99853

<B>
DFT (wB97M-V/def2-TZVPD) results for a structure of composition CH2FNO.

Summary:
HOMO = -11.3 eV
HOMO-LUMO gap = 12.374 eV
LUMO = 1.037 eV
net charge = 0

Cartesian coordinates (Å):
C -0.03461 0.40928 0.38709
N 0.03922 -0.15418 -0.85568
O 0.65201 1.11620 -0.47864
F 1.00916 -0.46762 1.48701
H -0.87837 0.70386 0.98203
H 0.76757 -0.87081 -0.92654

Tell me which of them is the most stable. Sure, it is <B>.

<A>
DFT (wB97M-V/def2-TZVPD) results for a cluster of 2 separate species, C2H8NS2 in total.

Summary:
HOMO = -13.4 eV
HOMO-LUMO gap = 7.905 eV
LUMO = -5.486 eV
net charge = +1

Cartesian coordinates (Å):
C 1.81215 2.30694 -0.37354
N 0.59686 2.23799 0.03828
H 2.35018 3.26910 -0.37803
H 2.30852 1.39831 -0.68203
H 0.02946 1.34168 0.07977
H 0.15196 3.14170 0.32626
C 0.42958 -0.70247 1.58968
S -1.01262 -0.41157 0.50738
S -0.53232 -1.56493 -1.15928
H 0.39816 -1.68341 2.01949
H 0.38359 0.03142 2.33983
H 1.35642 -0.56743 1.00356
H 0.11232 -0.59996 -1.84332

<B>
DFT (wB97M-V/def2-TZVPD) results for a cluster of 2 separate species, C2H8NS2 in total.

Summary:
HOMO = -14.1 eV
HOMO-LUMO gap = 8.257 eV
LUMO = -5.806 eV
net charge = +1

Cartesian coordinates (Å):
C 0.37731 -1.80468 -0.22462
C -0.48022 -0.60499 -0.49550
N 0.47933 1.09190 1.71741
S -1.30361 2.00809 -1.77944
S -0.57799 0.05093 -1.97510
H 1.18615 -1.99044 -0.93374
H -0.20034 -2.70606 -0.04593
H 0.84053 -1.64475 0.71234
H -0.70769 -0.02237 0.39193
H 0.07991 1.92733 1.84308
H 0.41850 0.53180 2.62876
H 1.34661 1.09938 1.25072
H -1.45847 2.06388 -3.08990

<C>
DFT (wB97M-V/def2-TZVPD) results for a cluster of 2 separate species, C2H8NS2 in total.

Summary:
HOMO = -12.0 eV
HOMO-LUMO gap = 6.822 eV
LUMO = -5.185 eV
net charge = +1

Cartesian coordinates (Å):
C -1.04710 1.32473 0.51031
C -0.70102 -0.02416 0.87000
N -0.06706 -0.30715 1.98064
S 1.77280 -0.41706 -1.62296
S 0.85790 -1.45970 -3.03408
H -0.60334 1.91145 1.23131
H -2.04512 1.34648 0.30400
H -0.49915 1.68265 -0.35063
H -1.08305 -0.81440 0.23877
H 0.99788 -2.62143 -2.56221
H -0.09702 -1.28685 2.16603
H 0.07540 0.34980 2.74053
H 2.43889 0.31563 -2.47172

<D>
DFT (wB97M-V/def2-TZVPD) results for a cluster of 2 separate species, C2H8NS2 in total.

Summary:
HOMO = -12.1 eV
HOMO-LUMO gap = 6.847 eV
LUMO = -5.258 eV
net charge = +1

Cartesian coordinates (Å):
C 1.86211 -1.55836 -1.09637
N 0.67477 -1.82044 -0.79355
H 2.30163 -2.07324 -1.95049
H 2.61289 -0.94580 -0.60837
H 0.16562 -1.34405 -0.01702
H -0.00247 -2.41224 -1.26468
C -1.27686 1.64536 -0.12525
S -0.18150 0.69212 0.88638
S -0.24943 0.94335 2.88598
H -2.33052 1.41217 -0.02704
H -0.86912 1.72580 -1.13870
H -1.15656 2.72238 0.06431
H -1.55055 1.01297 3.18480

Tell me which of them is the most stable. Sure, it is <A>.

<A>
DFT (wB97M-V/def2-TZVPD) results for an isolated molecule of CH4N2.

Summary:
structure (SMILES) = [H]/N=C\N
HOMO = -10.7 eV
HOMO-LUMO gap = 11.605 eV
LUMO = 0.944 eV
net charge = 0

Cartesian coordinates (Å):
C -0.14831 0.47893 -0.07753
H 1.79872 0.04247 -0.67883
H 1.24796 0.27522 0.82336
H -0.00026 1.54580 0.09454
H -0.93374 -1.09611 0.05909
N 1.11056 -0.33965 0.02352
N -1.28525 -0.18048 0.00035

<B>
DFT (wB97M-V/def2-TZVPD) results for an isolated molecule of CH4N2.

Summary:
structure (SMILES) = [H]/N=C/N
HOMO = -9.0 eV
HOMO-LUMO gap = 10.027 eV
LUMO = 1.063 eV
net charge = 0

Cartesian coordinates (Å):
N -0.36552 -0.54931 -0.83162
C -0.17836 0.14753 0.33817
N 0.41666 1.27502 0.34723
H -0.57624 -1.52306 -0.70114
H 0.30095 -0.29959 -1.54408
H -0.57472 -0.40335 1.19888
H 0.97724 1.35276 1.19256

<C>
DFT (wB97M-V/def2-TZVPD) results for an isolated molecule of CH4N2.

Summary:
structure (SMILES) = [H]/N=C/N
HOMO = -9.2 eV
HOMO-LUMO gap = 10.195 eV
LUMO = 1.005 eV
net charge = 0

Cartesian coordinates (Å):
N 0.19975 0.32701 1.03237
C -0.25298 -0.06805 -0.23314
N 0.46391 0.15691 -1.28448
H 1.25142 0.37189 0.96786
H -0.54223 0.20517 1.72036
H -1.23077 -0.54223 -0.16326
H 0.11090 -0.45070 -2.03970

Tell me which of them is the most stable. Sure, it is <B>.

<A>
DFT (wB97M-V/def2-TZVPD) results for an isolated molecule of C17H18N2O4S2.

Summary:
structure (SMILES) = CC[C@@H]1Sc2ccc(S(=O)(=O)Nc3ccc(OC)cc3)cc2NC1=O
HOMO = -8.4 eV
HOMO-LUMO gap = 8.684 eV
LUMO = 0.272 eV
net charge = 0

Cartesian coordinates (Å):
C -4.97298 -2.17881 0.10083
H -4.60127 -2.47862 -0.87619
H -5.20682 -3.07366 0.67120
C -3.93040 -1.34769 0.83567
C -3.55026 -0.08745 0.05332
C -2.66092 0.80597 0.89343
O -3.06816 1.78524 1.47329
N -1.36981 0.39079 1.02407
C -0.71570 -0.60972 0.31759
C 0.50487 -1.08510 0.78336
C 1.21636 -2.00045 0.03738
C 0.73893 -2.47784 -1.16890
C -0.49067 -2.03959 -1.62336
C -1.21542 -1.10160 -0.89549
S -2.73541 -0.49340 -1.52861
H -0.89673 -2.39787 -2.55608
H 1.32494 -3.19287 -1.72303
S 2.90120 -2.35081 0.52503
O 3.31981 -3.63010 0.04185
O 3.06580 -2.03574 1.90893
N 3.73013 -1.21706 -0.40652
C 3.19375 0.07820 -0.46086
C 2.98955 0.78108 0.71853
C 2.40843 2.03764 0.70036
C 2.03294 2.61881 -0.50676
C 2.25997 1.91832 -1.69284
C 2.82565 0.66231 -1.67028
H 2.98939 0.12852 -2.59528
H 1.97381 2.38103 -2.62363
O 1.44803 3.83972 -0.64132
C 1.20087 4.60279 0.51575
H 0.75848 5.53320 0.16392
H 0.49525 4.10172 1.18625
H 2.12592 4.82466 1.05702
H 2.26229 2.55602 1.63491
H 3.28530 0.32627 1.65016
H 3.95789 -1.61041 -1.30776
H 0.91381 -0.74131 1.71938
H -0.81327 0.89761 1.70130
H -4.44851 0.47136 -0.21781
H -4.32392 -1.03362 1.80580
H -3.03523 -1.94958 1.01364
H -5.88789 -1.60795 -0.03827

<B>
DFT (wB97M-V/def2-TZVPD) results for an isolated molecule of C17H18N2O4S2.

Summary:
structure (SMILES) = CCOc1ccccc1NS(=O)(=O)c1ccc2c(c1)NC(=O)CCS2
HOMO = -8.5 eV
HOMO-LUMO gap = 8.867 eV
LUMO = 0.356 eV
net charge = 0

Cartesian coordinates (Å):
C -0.12547 2.36765 1.47284
C 0.18305 0.94257 1.92167
O 1.19492 0.34308 1.13498
C 2.50642 0.51004 1.47005
C 2.99238 1.35004 2.46043
C 4.35596 1.44892 2.69420
C 5.24841 0.71410 1.94004
C 4.77453 -0.13569 0.95423
C 3.41460 -0.24681 0.71116
N 2.92518 -1.07461 -0.30162
S 1.59417 -2.08589 -0.10461
O 1.83940 -3.15479 -1.03158
O 1.36588 -2.42789 1.26641
C 0.21179 -1.14937 -0.74977
C -1.03828 -1.40900 -0.23235
C -2.15291 -0.72459 -0.71374
C -1.96860 0.23933 -1.71317
C -0.70045 0.46794 -2.23557
C 0.39515 -0.23392 -1.76629
H 1.38338 -0.05885 -2.15705
H -0.58660 1.22200 -2.99893
S -3.26453 1.35632 -2.19451
C -4.57764 0.25613 -2.85877
C -4.49121 -1.16154 -2.32664
C -4.58603 -1.18951 -0.81318
O -5.60770 -1.40670 -0.20731
N -3.40684 -0.98338 -0.15578
H -3.42981 -1.18954 0.83545
H -5.33368 -1.73150 -2.72379
H -3.55850 -1.63188 -2.64741
H -5.51736 0.72517 -2.56877
H -4.48784 0.26901 -3.94599
H -1.13399 -2.13203 0.56313
H 3.64111 -1.56965 -0.81322
H 5.46227 -0.72156 0.36194
H 6.30962 0.79205 2.11730
H 4.71211 2.10995 3.46924
H 2.31791 1.94246 3.05764
H -0.69558 0.30936 1.76719
H 0.44821 0.90684 2.98350
H -0.43120 2.36520 0.42931
H -0.93204 2.77612 2.07527
H 0.74976 3.00445 1.57409

Tell me which of them is the most stable. Sure, it is <A>.

<A>
DFT (wB97M-V/def2-TZVPD) results for a cluster of 2 separate species, C3H9N2 in total.

Summary:
HOMO = -12.6 eV
HOMO-LUMO gap = 4.070 eV
LUMO = -8.532 eV
net charge = +1

Cartesian coordinates (Å):
C 0.21678 -0.49233 -1.59607
C 0.53235 0.77729 -0.86360
C 0.27014 0.85710 0.47789
N -1.39612 -1.67166 2.81338
N 1.09251 1.77140 -1.56941
H 0.58468 -0.45149 -2.62545
H -0.86996 -0.56958 -1.64367
H 0.62648 -1.39230 -1.13788
H 0.64759 1.66342 1.12345
H -1.33455 -1.56835 3.81283
H -1.37015 -2.59732 2.42121
H -0.92675 -0.98617 2.25887
H 0.64511 2.04293 -2.44983
H 1.28188 2.61705 -1.02172

<B>
DFT (wB97M-V/def2-TZVPD) results for the ion C3H9N2 with charge +1.

Summary:
structure (SMILES) = C=C[NH2+]CN
HOMO = -15.1 eV
HOMO-LUMO gap = 11.792 eV
LUMO = -3.307 eV
net charge = +1

Cartesian coordinates (Å):
C 0.80181 -0.44432 -0.57837
N 2.08848 -0.12877 -0.04600
H 0.39312 -1.18801 0.09306
H 0.65413 -0.71039 -1.62084
H 2.80120 0.00361 -0.75623
H 2.45838 -0.81515 0.59393
C -1.93707 -0.49995 0.72315
C -1.24758 0.60994 0.56763
N -0.11461 0.78349 -0.35079
H -2.69496 -0.47651 1.49841
H -1.92905 -1.32384 0.01574
H -1.44381 1.51597 1.13313
H -0.37449 1.17607 -1.26048
H 0.54446 1.49785 -0.01233

Tell me which of them is the most stable. Sure, it is <B>.

<A>
DFT (wB97M-V/def2-TZVPD) results for the ion C4H7N2S with charge +1.

Summary:
structure (SMILES) = S=C1CNC=[NH+]C1
HOMO = -12.8 eV
HOMO-LUMO gap = 8.304 eV
LUMO = -4.526 eV
net charge = +1

Cartesian coordinates (Å):
C 0.76095 0.98774 0.13652
C -1.03286 -1.03276 -0.61924
C 0.44627 -1.20959 -0.88576
C -1.54731 0.10542 0.36158
N 1.28450 -0.08254 -0.45818
N -0.49276 0.99994 0.50099
S -2.25721 -1.61502 -1.52154
H 1.57750 1.75509 0.22941
H 0.91123 -2.19719 -0.45733
H 0.51544 -1.34530 -1.96544
H -2.44145 0.65402 -0.00167
H -1.92037 -0.23953 1.30611
H 2.27051 -0.27452 -0.64679
H -0.73229 1.86588 0.97189

<B>
DFT (wB97M-V/def2-TZVPD) results for the ion C4H7N2S with charge +1.

Summary:
HOMO = -13.7 eV
HOMO-LUMO gap = 8.511 eV
LUMO = -5.147 eV
net charge = +1

Cartesian coordinates (Å):
C -0.47833 1.15604 -0.13004
C -0.60451 0.36659 -1.24336
C 0.41482 -1.71181 -0.53910
C 0.50227 1.14220 0.84139
N 0.00372 -0.78883 -1.57165
N 0.78717 -1.25397 0.60893
S 0.31304 1.65110 2.38205
H -1.19904 1.91723 0.10012
H -1.50842 0.57717 -1.80975
H 0.50665 -2.70525 -0.81141
H 1.57440 1.19056 0.66536
H -0.39169 -1.31371 -2.32989
H 1.13111 -1.94704 1.41120
H -1.05119 1.71972 2.42615

Tell me which of them is the most stable. Sure, it is <A>.

<A>
DFT (wB97M-V/def2-TZVPD) results for the ion C4H7N2S with charge +1.

Summary:
structure (SMILES) = SN1C=[NH+]C=CC1
HOMO = -13.0 eV
HOMO-LUMO gap = 8.401 eV
LUMO = -4.606 eV
net charge = +1

Cartesian coordinates (Å):
C -1.07943 -1.18243 -0.08981
C -1.84373 0.10204 -0.00899
C 0.31856 1.14327 0.03247
C 0.38752 -1.25731 0.12648
N 1.02130 0.05450 -0.09061
N -1.02219 1.22984 -0.04547
S 2.76077 0.01596 -0.12177
H -1.65332 -2.00563 -0.32688
H -2.88001 0.03893 0.14730
H 0.94740 2.00044 0.22397
H 0.77293 -1.57326 1.17216
H 0.96140 -1.90687 -0.59631
H -1.37674 2.11683 0.28837
H 2.68555 1.22369 -0.71090

<B>
DFT (wB97M-V/def2-TZVPD) results for the ion C4H7N2S with charge +1.

Summary:
HOMO (spin up / spin down) = -11.3 / -11.3 eV
HOMO-LUMO gap (spin up / spin down) = 6.043 / 6.045 eV
LUMO (spin up / spin down) = -5.266 / -5.265 eV
net charge = +1

Cartesian coordinates (Å):
C 0.38936 1.45932 -0.16332
C 2.58028 0.21872 0.12753
C -0.64634 -0.69515 -0.04431
C -1.85330 -1.47401 0.17107
N -0.61124 0.62474 -0.04599
N 1.76298 1.19784 -0.04820
S 3.62889 -0.95002 0.13599
H 0.15735 2.52494 -0.04468
H 0.31638 -1.14012 -0.19504
H -2.08504 -1.95315 -0.73244
H -2.61553 -0.76635 0.46964
H -1.79230 -2.19427 0.97365
H -1.54263 1.18743 -0.14354
H 2.31113 1.96008 -0.46037

Tell me which of them is the most stable. Sure, it is <A>.

<A>
DFT (wB97M-V/def2-TZVPD) results for an isolated molecule of CH2F3N3.

Summary:
structure (SMILES) = [H]/N=C(/NF)N(F)F
HOMO = -9.7 eV
HOMO-LUMO gap = 9.968 eV
LUMO = 0.256 eV
net charge = 0

Cartesian coordinates (Å):
C 0.10031 0.23604 0.03119
N -0.03288 1.23479 0.72949
N -1.32977 -0.76895 0.21045
N 1.00669 -0.37550 -0.87860
F -2.21466 -0.34862 -0.73601
F 1.27307 -1.71477 -0.64925
F 2.13974 0.37796 -0.81802
H 0.70367 1.94093 0.97969
H -1.64617 -0.58188 1.13105

<B>
DFT (wB97M-V/def2-TZVPD) results for a cluster of 2 separate species, CH2F3N3 in total.

Summary:
HOMO (spin up / spin down) = -9.1 / -10.5 eV
HOMO-LUMO gap (spin up / spin down) = 8.208 / 9.391 eV
LUMO (spin up / spin down) = -0.843 / -1.090 eV
net charge = 0

Cartesian coordinates (Å):
C 0.00432 0.52390 -0.23605
N 0.16785 1.61410 0.29616
N -0.29984 -1.28097 1.31826
N -0.41389 0.09408 -1.38108
F 0.54599 -0.83878 2.37247
F -0.30873 -1.17646 -1.87571
F -0.44861 0.99039 -2.51063
H 0.45618 1.97004 1.12849
H 0.29673 -1.89631 0.88810

Tell me which of them is the most stable. Sure, it is <A>.